Entry from the Open Molecules 2025 dataset: 5 unconnected molecules or ions with the total composition C14H24Cl6O4 at a distorted geometry (wB97M-V/def2-TZVPD).

Each line ends with the Löwdin charge.
Geometry (Å):
Cl -3.675 3.673 1.498  0.56
C -2.058 4.341 1.844  -0.66
C -1.813 4.501 3.305  -0.61
Cl -2.872 5.824 4.003  0.48
H -1.856 5.221 1.240  0.08
H -1.371 3.584 1.449  0.04
H -0.798 4.810 3.537  0.07
H -2.095 3.643 3.903  0.06
Cl -0.497 -2.130 -4.976  0.55
C 0.192 -0.823 -3.970  -0.67
C 0.577 -1.344 -2.600  -0.63
Cl 1.782 -0.231 -1.863  0.59
H -0.568 -0.048 -3.882  0.06
H 1.027 -0.418 -4.532  0.06
H 1.129 -2.271 -2.696  0.06
H -0.316 -1.413 -1.989  0.03
Cl -2.855 0.035 -1.401  0.54
C -1.663 0.839 -0.310  -0.66
C -1.159 -0.102 0.732  -0.65
Cl -2.481 -0.578 1.833  0.54
H -2.160 1.745 0.027  0.02
H -0.907 1.226 -0.989  0.04
H -0.324 0.310 1.292  0.08
H -0.841 -1.032 0.263  0.03
O 0.607 2.766 0.236  0.10
C 1.696 3.066 -0.158  -0.49
O 2.748 3.145 0.684  0.03
C 3.981 3.333 -0.034  -0.13
C 3.633 3.233 -1.528  -0.15
C 2.125 3.418 -1.551  -0.09
H 4.658 2.539 0.275  0.12
H 4.414 4.284 0.274  0.12
H 3.894 2.242 -1.904  0.10
H 4.173 3.942 -2.151  0.11
H 1.593 2.874 -2.325  0.11
H 1.887 4.473 -1.726  0.14
O -0.263 -3.492 -0.099  0.10
C -0.458 -4.471 0.567  -0.49
O 0.181 -4.696 1.721  0.03
C -0.209 -5.954 2.327  -0.12
C -1.176 -6.641 1.344  -0.14
C -1.426 -5.598 0.269  -0.07
H -0.645 -5.807 3.311  0.12
H 0.742 -6.476 2.396  0.12
H -2.103 -6.977 1.802  0.11
H -0.686 -7.527 0.940  0.11
H -2.401 -5.110 0.376  0.13
H -1.360 -5.929 -0.762  0.13

## Properties
HOMO in eV: -10.2
Spin multiplicity: 1
Energy relative to the best compared isomer or geometry (same formula, charge and spin) in kcal per mole: 0.0
Calculated total energy in Eh: -3609.99829
Lowest unoccupied orbital energy in eV: 0.5
HOMO-LUMO gap in eV: 10.718
SMILES string: O=C1CCCO1.O=C1CCCO1.ClCCCl.ClCCCl.ClCCCl